The following is a DFT calculation (wB97M-V/def2-TZVPD) of C3H5NO2 in the gas phase.

Last column: natural (NBO) charge in e.
Cartesian coordinates (Å):
O 2.6355 0.1154 -0.0721  -0.599
C 1.4337 0.1179 -0.0919  0.875
N 0.5828 -0.9529 0.0839  -0.649
C -0.7768 -0.5078 0.3001  -0.241
C -0.6994 0.8732 -0.3682  -0.077
O 0.6809 1.2318 -0.3113  -0.492
H 0.9661 -1.7603 0.5500  0.411
H -1.5046 -1.1606 -0.1897  0.205
H -1.0321 -0.4303 1.3656  0.185
H -1.2770 1.6393 0.1518  0.198
H -1.0091 0.8343 -1.4182  0.183

- Structure (SMILES): O=C1NCCO1
- ΔE to the lowest compared entry with this formula, charge and spin: 0.144 eV
- LUMO: 0.778 eV